Computed, not measured: 18 unconnected molecules or ions with the total composition C54H153N9O27 in a non-equilibrium geometry, with the ωB97M-V functional and the def2-TZVPD basis.

Structure (XYZ):
```
243
C54H153N9O27 the ωB97M-V functional and the def2-TZVPD basis
C 14.5095 16.4597 17.9188
C 14.2412 17.3807 16.7592
C 14.9258 18.7441 17.0713
O 14.7426 19.6385 15.9507
C 13.4442 20.1481 15.7079
N 14.6751 16.6410 15.5972
H 15.5145 16.0172 17.9657
H 13.8685 15.6148 18.0153
H 14.3779 16.9978 18.8309
H 13.1834 17.6051 16.6640
H 15.9967 18.7256 17.2671
H 14.3687 18.9974 17.9627
H 13.0270 20.5237 16.6779
H 12.7696 19.3942 15.3654
H 13.5240 20.9021 14.9426
H 15.6550 16.4649 15.8129
H 14.6971 17.1887 14.7532
C 14.9361 16.0949 22.9815
C 13.5658 15.6256 22.4404
C 12.4930 15.7115 23.6103
O 12.6041 14.5965 24.4602
C 11.4058 14.3383 25.1823
N 13.1714 16.5563 21.4070
H 15.2543 15.4460 23.7994
H 14.8400 17.0802 23.3720
H 15.7155 16.1672 22.2001
H 13.7264 14.5391 22.1874
H 11.4633 15.6863 23.2080
H 12.6428 16.6760 24.0977
H 10.9536 15.1495 25.7128
H 11.6273 13.5288 25.8438
H 10.6471 13.9698 24.4727
H 12.2199 16.3191 21.0903
H 13.7416 16.4022 20.5893
C 10.7514 21.0836 18.5459
C 10.2842 20.9758 20.0120
C 10.7744 19.7426 20.7621
O 10.4050 18.5899 20.0523
C 9.0432 18.2875 20.0409
N 10.6406 22.1439 20.7046
H 10.3914 20.2414 17.9597
H 11.8433 21.0310 18.5099
H 10.3850 22.0197 18.1191
H 9.2154 20.9543 20.0778
H 10.3078 19.7172 21.7790
H 11.8792 19.8291 20.8400
H 9.0875 17.2574 19.6915
H 8.5378 18.9913 19.4222
H 8.4828 18.3156 21.0230
H 11.4173 22.6828 20.3565
H 10.8252 22.0664 21.6856
C 16.5151 20.1812 12.9816
C 17.6482 19.1826 13.2944
C 17.7499 18.8628 14.7777
O 18.6746 17.8083 15.1329
C 20.0057 18.2060 15.1460
N 17.6285 17.9472 12.5685
H 16.0935 20.6351 13.9008
H 15.7172 19.7237 12.4238
H 16.8343 21.0423 12.3578
H 18.5966 19.5624 12.9561
H 16.8373 18.3710 15.0198
H 17.9128 19.7967 15.3811
H 20.0931 19.1095 15.7057
H 20.3695 18.2211 14.1327
H 20.5145 17.4578 15.7294
H 17.9664 18.0707 11.6066
H 16.7167 17.4461 12.5923
C 9.8436 14.4666 14.1376
C 10.8446 15.5514 13.8651
C 11.3816 16.2190 15.1524
O 10.4046 17.0704 15.6859
C 10.4633 17.1144 17.0883
N 12.0485 15.1502 13.0640
H 9.3214 14.1208 13.2168
H 9.0442 14.8583 14.7865
H 10.1670 13.5914 14.6261
H 10.3608 16.3951 13.3468
H 12.2322 16.9180 14.7758
H 11.6347 15.4954 15.8731
H 9.5637 17.5635 17.5051
H 11.3371 17.6836 17.4474
H 10.5350 16.1149 17.5252
H 12.5717 14.4528 13.6285
H 11.7589 14.8154 12.1417
C 16.8068 22.9942 16.4760
C 15.3561 23.1753 15.9643
C 14.3697 23.1347 17.1696
O 13.0819 23.4117 16.7692
C 12.3419 24.1132 17.7751
N 15.2350 24.4291 15.3181
H 17.0847 21.9082 16.6935
H 17.0910 23.5922 17.3206
H 17.5311 23.2719 15.6412
H 15.0622 22.4081 15.2464
H 14.6802 23.9033 17.8312
H 14.3709 22.1360 17.7116
H 12.7567 25.0648 18.0246
H 12.3286 23.6400 18.7257
H 11.3505 24.2178 17.3756
H 14.2995 24.5711 14.9428
H 15.6053 25.1652 15.9227
C 14.5799 19.8814 21.3451
C 14.8534 21.1190 20.5148
C 14.6374 22.4031 21.3519
O 14.5660 23.5735 20.5708
C 13.9976 24.7312 21.1936
N 16.1328 21.0587 19.9018
H 13.7385 19.8300 22.0756
H 15.5227 19.6202 21.8267
H 14.3933 19.0612 20.7357
H 14.1053 21.1376 19.5908
H 15.3677 22.5478 22.2162
H 13.6959 22.3082 21.9498
H 14.0719 25.5651 20.5207
H 14.5009 25.0702 22.1210
H 12.9263 24.5906 21.3030
H 16.9072 21.3419 20.5284
H 16.0788 21.6370 19.0346
C 16.5110 14.1612 19.8286
C 16.8221 12.9252 19.0092
C 18.2037 12.3529 19.2480
O 18.1701 11.7676 20.5785
C 19.3579 10.9704 20.8093
N 15.7281 12.0016 19.0985
H 16.7277 14.1070 20.8946
H 15.4850 14.4034 19.7535
H 17.1969 14.9552 19.5157
H 16.8450 13.2926 17.9945
H 18.8835 13.2007 19.1574
H 18.5535 11.6372 18.4510
H 19.2914 10.2343 20.0669
H 19.1834 10.5220 21.7804
H 20.3312 11.4326 20.6993
H 15.7823 11.5345 20.0094
H 15.8494 11.2784 18.4234
C 10.0098 23.7525 14.3595
C 10.5755 22.3374 14.5923
C 9.5720 21.2523 14.8961
O 8.7772 21.6107 16.0175
C 7.8700 20.5182 16.3318
N 11.2578 21.9807 13.3442
H 9.4565 23.8371 13.3848
H 10.8771 24.4418 14.2318
H 9.3729 24.1003 15.1698
H 11.3510 22.4150 15.2925
H 10.1905 20.3298 15.0526
H 8.9408 21.0861 14.0296
H 7.4303 20.7094 17.3229
H 8.3563 19.5612 16.3184
H 7.0541 20.5759 15.6063
H 11.6295 21.0292 13.2666
H 10.5184 21.9058 12.6489
C 18.2859 18.3740 20.2178
C 18.5141 18.4074 18.7440
O 17.9423 19.5608 18.0750
O 18.7664 19.4611 20.9879
H 18.7080 17.4299 20.5256
H 17.1540 18.2612 20.3044
H 17.9772 17.5402 18.3323
H 19.5673 18.2621 18.4609
H 17.2960 19.8462 18.7575
H 19.2623 20.0768 20.4233
C 12.3786 11.6450 19.9270
C 12.4218 11.5371 21.4235
O 13.6815 11.7234 21.9687
O 12.9696 12.8609 19.4817
H 11.3171 11.5630 19.6795
H 12.8175 10.7122 19.4687
H 12.0098 10.5281 21.6414
H 11.6559 12.2136 21.8396
H 13.8105 11.2940 22.8133
H 13.9600 12.7276 19.2831
C 13.8462 11.9124 16.1055
C 13.9244 13.4099 16.3392
O 14.0082 13.9942 15.0443
O 15.1417 11.4376 15.6291
H 12.9595 11.8082 15.4393
H 13.6946 11.3364 17.0055
H 14.7945 13.7057 16.9790
H 13.0390 13.7416 16.9125
H 14.3073 14.9498 15.1866
H 15.4174 11.9333 14.8625
C 13.8837 18.5756 11.0753
C 13.6181 17.9888 12.4681
O 14.3709 16.7507 12.5659
O 13.5811 19.9793 10.9480
H 13.2380 17.9838 10.3851
H 14.9125 18.3154 10.8780
H 12.5661 17.7273 12.6020
H 13.8017 18.7331 13.2850
H 13.7273 16.0632 12.9238
H 13.5804 20.1291 10.0051
C 17.8809 14.4800 14.2809
C 17.7997 14.2450 15.7854
O 17.4126 15.4592 16.4383
O 18.8039 15.4113 13.6850
H 16.8684 14.9531 14.0264
H 17.9564 13.4948 13.7405
H 18.7288 13.8767 16.2784
H 17.0850 13.3989 15.9503
H 18.0084 16.1604 16.1173
H 18.3931 16.2701 13.6917
C 15.0475 23.0523 11.8355
C 13.7860 23.8696 11.8226
O 13.2443 24.1193 13.1055
O 16.1896 23.5923 12.4878
H 15.3225 22.9085 10.8306
H 14.7585 22.1163 12.2775
H 12.9879 23.3777 11.2068
H 14.0272 24.8643 11.3838
H 12.6418 23.3802 13.3514
H 15.9828 23.9716 13.3631
C 9.7689 14.3742 20.2848
C 8.4685 14.3360 19.5228
O 8.4826 13.2363 18.6951
O 10.8181 14.5275 19.2909
H 9.9492 13.4371 20.7495
H 9.7914 15.2208 20.9849
H 8.2754 15.1988 18.8292
H 7.6764 14.2073 20.2308
H 9.2915 13.2465 18.1411
H 11.5349 13.9338 19.5543
C 20.8836 21.7829 17.1033
C 20.2129 22.4867 18.2135
O 19.5711 21.5410 19.0954
O 21.7135 22.7108 16.4688
H 20.1334 21.2646 16.4130
H 21.4823 20.9865 17.5974
H 19.4864 23.2186 17.9808
H 21.0290 22.9501 18.8718
H 18.8644 21.0787 18.5939
H 22.1713 22.2215 15.7494
C 15.2242 13.0555 11.8584
C 16.2796 13.7206 10.9175
O 16.8766 12.6645 10.2126
O 15.9234 12.1305 12.7471
H 14.4833 12.5367 11.2428
H 14.7938 13.8619 12.4343
H 17.0022 14.3092 11.5487
H 15.9377 14.4994 10.2036
H 17.6520 12.9748 9.6950
H 16.4931 11.4861 12.2515
```

Electronic energy, eV: -127163.265
M, g/mol: 1360.85
Energy above the lowest of the compared OMol25 structures with the same formula, charge and spin, kJ/mol: 0.0
HOMO energy, eV: -8.78
E_LUMO, eV: 0.638
Gap between HOMO and LUMO, eV: 9.4
F_max, eV/A: 3.4

These are the Mulliken partial charges, in e, on atoms 1 to 8: number 1, C, carries -0.534; number 2, C, carries 2.157; number 3, C, carries -0.171; number 4, O, carries 1.111; number 5, C, carries -0.280; number 6, N, carries 2.645; number 7, H, carries 0.045; number 8, H, carries -0.262